One molecule with the formula C17H13ClFN3O4S. Source: the Open Molecules 2025 dataset; level of theory: the ωB97M-V functional and the def2-TZVPD basis.

## Properties
SMILES string = Cc1ccc(S(=O)(=O)n2nc(OC(=O)c3c(F)cccc3Cl)cc2N)cc1
orbital gap = 8.69 eV
maximum force = 1.50 eV/Å

```
40
Properties=species:S:1:pos:R:3:nbo_charge:R:1
C 3.607 2.762 -0.013 -0.632
C 3.086 1.612 0.790 0.023
C 2.625 1.796 2.089 -0.213
C 2.100 0.736 2.807 -0.200
C 2.063 -0.511 2.219 -0.284
S 1.217 -1.832 3.043 2.317
O 1.062 -1.602 4.454 -0.949
O 1.675 -3.114 2.623 -0.889
N -0.351 -1.580 2.380 -0.462
N -0.375 -1.426 1.034 -0.326
C -1.582 -0.998 0.750 0.451
O -1.991 -0.728 -0.522 -0.475
C -1.115 -0.203 -1.397 0.794
O 0.001 0.153 -1.148 -0.526
C -1.756 -0.081 -2.744 -0.260
C -2.541 -1.106 -3.270 0.452
F -2.733 -2.225 -2.560 -0.305
C -3.114 -1.025 -4.527 -0.291
C -2.909 0.114 -5.285 -0.159
C -2.136 1.152 -4.797 -0.253
C -1.558 1.051 -3.539 0.022
Cl -0.618 2.358 -2.949 0.048
C -2.380 -0.846 1.901 -0.433
C -1.541 -1.209 2.939 0.380
N -1.711 -1.161 4.286 -0.808
C 2.523 -0.728 0.935 -0.161
C 3.038 0.339 0.225 -0.196
H 3.710 3.656 0.597 0.216
H 4.574 2.519 -0.449 0.223
H 2.920 2.977 -0.831 0.230
H 2.659 2.779 2.536 0.214
H 1.719 0.858 3.810 0.238
H -3.708 -1.849 -4.890 0.236
H -3.353 0.193 -6.265 0.225
H -1.972 2.042 -5.382 0.233
H -3.395 -0.517 1.952 0.235
H -2.639 -1.316 4.640 0.396
H -0.938 -1.517 4.830 0.423
H 2.453 -1.716 0.514 0.248
H 3.385 0.194 -0.786 0.218
```